This record from the OMol25 dataset describes a 14-piece molecular cluster, C44H108N8O16 overall in a non-equilibrium geometry. The level of theory is ωB97M-V/def2-TZVPD.

The largest force on an atom comes out at 0.0297 Eh/bohr. Its net charge is 0. The value obtained for the HOMO-LUMO gap is 10.06 eV. The molar mass comes out at 1005.39 g mol⁻¹.

Each atom is followed by the atoms it is bonded to, with distances in Å.
Positions of all 176 atoms, in Å:
1 C -1.17687 -2.78231 -2.45692  C2 1.513, H7 1.096, H8 1.090, H9 1.100
2 C -2.46389 -2.75430 -1.66114  C1 1.513, C3 1.513, H10 1.096, H11 1.095
3 C -3.39654 -1.66277 -2.13725  C2 1.513, C4 1.537, H12 1.092, H13 1.092
4 C -4.66221 -1.57763 -1.26953  C3 1.537, C5 1.525, H14 1.099, H15 1.096
5 C -5.56114 -0.40812 -1.65682  C4 1.525, C6 1.522, H16 1.098, H17 1.095
6 C -6.96843 -0.52191 -1.08975  C5 1.522, H18 1.094, H19 1.093, H20 1.092
7 H -1.35514 -3.02984 -3.50986  C1 1.096
8 H -0.43005 -3.47023 -2.05918  C1 1.090
9 H -0.73863 -1.77452 -2.49351  C1 1.100
10 H -2.99857 -3.70362 -1.78292  C2 1.096
11 H -2.23001 -2.65383 -0.59659  C2 1.095
12 H -3.70356 -1.88660 -3.16140  C3 1.092
13 H -2.89784 -0.69400 -2.07189  C3 1.092
14 H -5.22478 -2.51675 -1.36333  C4 1.099
15 H -4.38884 -1.45593 -0.21466  C4 1.096
16 H -5.08160 0.50367 -1.27651  C5 1.098
17 H -5.59701 -0.28841 -2.74463  C5 1.095
18 H -7.46735 -1.40648 -1.49584  C6 1.094
19 H -6.97346 -0.60227 0.00058  C6 1.093
20 H -7.58084 0.34770 -1.33806  C6 1.092
21 C 2.12827 -6.06239 5.83147  C22 1.519, H27 1.087, H28 1.092, H29 1.092
22 C 2.01285 -5.44421 4.44874  C21 1.519, C23 1.523, H30 1.101, H31 1.100
23 C 0.70347 -4.69426 4.24298  C22 1.523, C24 1.515, H32 1.098, H33 1.092
24 C 0.59895 -4.00548 2.89814  C23 1.515, C25 1.514, H34 1.095, H35 1.098
25 C -0.59547 -3.07986 2.80111  C24 1.514, C26 1.529, H36 1.095, H37 1.090
26 C -0.41689 -1.76433 3.55948  C25 1.529, H38 1.090, H39 1.095, H40 1.090
27 H 1.87069 -5.32903 6.59144  C21 1.087
28 H 3.13670 -6.44724 5.99820  C21 1.092
29 H 1.48866 -6.94471 5.90651  C21 1.092
30 H 2.89194 -4.80862 4.26171  C22 1.101
31 H 2.14544 -6.20951 3.66995  C22 1.100
32 H 0.66382 -3.94238 5.04192  C23 1.098
33 H -0.09460 -5.41483 4.43211  C23 1.092
34 H 1.54405 -3.49318 2.68781  C24 1.095
35 H 0.52338 -4.80546 2.15043  C24 1.098
36 H -0.78133 -2.80594 1.75724  C25 1.095
37 H -1.49233 -3.56241 3.18992  C25 1.090
38 H -1.31664 -1.16477 3.42491  C26 1.090
39 H -0.40055 -1.89582 4.64636  C26 1.095
40 H 0.45952 -1.23613 3.18518  C26 1.090
41 C -5.92573 4.20297 1.99903  C42 1.524, H47 1.091, H48 1.092, H49 1.089
42 C -6.39684 2.75411 1.97869  C41 1.524, C43 1.512, H50 1.093, H51 1.098
43 C -5.32976 1.75980 2.37769  C42 1.512, C44 1.521, H52 1.099, H53 1.098
44 C -5.88567 0.37403 2.66795  C43 1.521, C45 1.514, H54 1.095, H55 1.097
45 C -4.82527 -0.58868 3.16013  C44 1.514, C46 1.522, H56 1.097, H57 1.096
46 C -5.31748 -2.02567 3.24949  C45 1.522, H58 1.091, H59 1.094, H60 1.092
47 H -5.19008 4.37857 1.21267  C41 1.091
48 H -5.47142 4.43559 2.96470  C41 1.092
49 H -6.77182 4.86596 1.82221  C41 1.089
50 H -7.27972 2.66750 2.61741  C42 1.093
51 H -6.74484 2.53059 0.96132  C42 1.098
52 H -4.79509 2.15486 3.25303  C43 1.099
53 H -4.55364 1.67512 1.60541  C43 1.098
54 H -6.69055 0.44470 3.40672  C44 1.095
55 H -6.32992 -0.02345 1.74679  C44 1.097
56 H -3.96285 -0.53017 2.48518  C45 1.097
57 H -4.42409 -0.25899 4.12526  C45 1.096
58 H -5.34785 -2.49003 2.26322  C46 1.091
59 H -4.67352 -2.63943 3.88666  C46 1.094
60 H -6.30517 -2.06560 3.71455  C46 1.092
61 C 2.69992 -2.21180 -1.61892  C62 1.524, H67 1.094, H68 1.091, H69 1.091
62 C 2.46609 -1.32249 -0.40392  C61 1.524, C63 1.531, H70 1.088, H71 1.102
63 C 1.37162 -0.28479 -0.66673  C62 1.531, C64 1.521, H72 1.097, H73 1.093
64 C 1.29870 0.75310 0.44209  C63 1.521, C65 1.516, H74 1.102, H75 1.104
65 C 0.05714 1.62284 0.42690  C64 1.516, C66 1.534, H76 1.099, H77 1.092
66 C -1.26181 0.86481 0.62655  C65 1.534, H78 1.089, H79 1.092, H80 1.095
67 H 3.55426 -2.87777 -1.46497  C61 1.094
68 H 2.94461 -1.60670 -2.49256  C61 1.091
69 H 1.81722 -2.80878 -1.85269  C61 1.091
70 H 2.21045 -1.85222 0.51097  C62 1.088
71 H 3.37239 -0.71067 -0.26512  C62 1.102
72 H 0.41678 -0.82329 -0.70789  C63 1.097
73 H 1.52821 0.22664 -1.62044  C63 1.093
74 H 1.45310 0.28668 1.42827  C64 1.102
75 H 2.17122 1.42595 0.36663  C64 1.104
76 H 0.06625 2.25106 1.32837  C65 1.099
77 H 0.03571 2.29590 -0.43295  C65 1.092
78 H -2.06960 1.57121 0.81251  C66 1.089
79 H -1.49336 0.14590 -0.16242  C66 1.092
80 H -1.17684 0.26035 1.53616  C66 1.095
81 C -5.82698 5.32614 -1.38833  C82 1.515, H87 1.091, H88 1.092, H89 1.092
82 C -5.24462 3.95057 -1.64251  C81 1.515, C83 1.519, H90 1.098, H91 1.099
83 C -3.92860 3.98549 -2.40044  C82 1.519, C84 1.508, H92 1.096, H93 1.094
84 C -3.28648 2.62415 -2.48672  C83 1.508, C85 1.506, H94 1.102, H95 1.100
85 C -1.93879 2.59376 -3.15741  C84 1.506, C86 1.514, H96 1.099, H97 1.099
86 C -1.25073 1.25372 -3.00840  C85 1.514, H98 1.088, H99 1.089, H100 1.087
87 H -6.71752 5.25677 -0.76220  C81 1.091
88 H -6.08447 5.81480 -2.32990  C81 1.092
89 H -5.10789 5.96423 -0.87144  C81 1.092
90 H -5.14870 3.40081 -0.69740  C82 1.098
91 H -5.97790 3.36522 -2.21542  C82 1.099
92 H -3.24457 4.66870 -1.88387  C83 1.096
93 H -4.12966 4.37589 -3.40217  C83 1.094
94 H -3.17844 2.17100 -1.48750  C84 1.102
95 H -3.95058 1.91612 -3.00341  C84 1.100
96 H -2.01414 2.83164 -4.22805  C85 1.099
97 H -1.27908 3.39708 -2.80024  C85 1.099
98 H -1.71068 0.48273 -3.62313  C86 1.088
99 H -0.20169 1.34633 -3.28597  C86 1.089
100 H -1.37261 0.97682 -1.96407  C86 1.087
101 C 7.56092 -4.35318 -4.85478  C102 1.521, H107 1.097, H108 1.089, H109 1.097
102 C 6.56151 -3.20712 -4.83798  C101 1.521, C103 1.505, H110 1.097, H111 1.095
103 C 5.11718 -3.63078 -4.81454  C102 1.505, C104 1.516, H112 1.099, H113 1.090
104 C 4.77264 -4.60893 -3.70931  C103 1.516, C105 1.536, H114 1.090, H115 1.099
105 C 3.32315 -5.10916 -3.80491  C104 1.536, C106 1.530, H116 1.093, H117 1.097
106 C 3.10178 -6.33143 -2.91182  C105 1.530, H118 1.094, H119 1.090, H120 1.088
107 H 7.31797 -5.08163 -5.63864  C101 1.097
108 H 7.68978 -4.90819 -3.92653  C101 1.089
109 H 8.55655 -3.98544 -5.13039  C101 1.097
110 H 6.80631 -2.52383 -4.01500  C102 1.097
111 H 6.72968 -2.61042 -5.74053  C102 1.095
112 H 4.90250 -4.14487 -5.76165  C103 1.099
113 H 4.45827 -2.76317 -4.78202  C103 1.090
114 H 5.47428 -5.44351 -3.70758  C104 1.090
115 H 4.86315 -4.10119 -2.73867  C104 1.099
116 H 2.68888 -4.25370 -3.55756  C105 1.093
117 H 3.10844 -5.36493 -4.84979  C105 1.097
118 H 3.30942 -6.05771 -1.87321  C106 1.094
119 H 2.07666 -6.69914 -2.94371  C106 1.090
120 H 3.77931 -7.12190 -3.22845  C106 1.088
121 C -2.19071 4.48192 1.79020  N122 1.494, H125 1.080, H126 1.085, H127 1.088
122 N -2.51664 5.92865 1.60843  C121 1.494, O123 1.217, O124 1.211
123 O -2.40020 6.66867 2.56789  N122 1.217
124 O -2.83092 6.28415 0.49441  N122 1.211
125 H -2.37752 4.16162 2.80505  C121 1.080
126 H -1.14980 4.34081 1.51833  C121 1.085
127 H -2.82510 3.98540 1.05954  C121 1.088
128 C 2.78230 6.13999 2.41660  N129 1.486, H132 1.082, H133 1.087, H134 1.080
129 N 1.93797 4.92042 2.33506  C128 1.486, O130 1.202, O131 1.222
130 O 1.03893 4.91721 1.53722  N129 1.202
131 O 2.19668 4.01149 3.10943  N129 1.222
132 H 3.81602 5.82412 2.46107  C128 1.082
133 H 2.47691 6.67555 3.31159  C128 1.087
134 H 2.57137 6.73248 1.53832  C128 1.080
135 C 4.86273 1.90240 2.44616  N136 1.474, H139 1.084, H140 1.094, H141 1.082
136 N 5.32501 3.11390 1.74559  C135 1.474, O137 1.219, O138 1.215
137 O 5.49196 3.02762 0.54089  N136 1.219
138 O 5.47272 4.12274 2.40643  N136 1.215
139 H 3.90161 2.08238 2.91306  C135 1.084
140 H 5.58590 1.68337 3.23782  C135 1.094
141 H 4.89571 1.04825 1.78263  C135 1.082
142 C 0.58446 1.54269 4.58706  N143 1.496, H146 1.084, H147 1.085, H148 1.079
143 N -0.69833 2.29036 4.40541  C142 1.496, O144 1.221, O145 1.213
144 O -1.56009 1.76918 3.71465  N143 1.221
145 O -0.85646 3.32599 5.01623  N143 1.213
146 H 1.08753 1.99149 5.43650  C142 1.084
147 H 1.21017 1.69560 3.71438  C142 1.085
148 H 0.29866 0.51559 4.75117  C142 1.079
149 C 5.64772 0.17500 -2.37527  N150 1.493, H153 1.083, H154 1.087, H155 1.082
150 N 4.57545 0.51623 -3.35587  C149 1.493, O151 1.229, O152 1.211
151 O 4.18886 -0.38615 -4.09580  N150 1.229
152 O 4.10580 1.63080 -3.30372  N150 1.211
153 H 6.44546 -0.32471 -2.91035  C149 1.083
154 H 5.17310 -0.48614 -1.65427  C149 1.087
155 H 5.97248 1.09526 -1.90722  C149 1.082
156 C 2.40141 4.10438 -1.75066  N157 1.465, H160 1.084, H161 1.081, H162 1.093
157 N 2.93318 5.46262 -1.61147  C156 1.465, O158 1.206, O159 1.218
158 O 2.85457 6.18809 -2.57144  N157 1.206
159 O 3.39845 5.78180 -0.53186  N157 1.218
160 H 2.98141 3.42474 -1.13690  C156 1.084
161 H 2.36219 3.82276 -2.79407  C156 1.081
162 H 1.38192 4.08957 -1.35658  C156 1.093
163 C 4.32121 -2.10446 4.02170  N164 1.489, H167 1.083, H168 1.082, H169 1.086
164 N 4.12340 -0.77747 4.66650  C163 1.489, O165 1.214, O166 1.207
165 O 3.13812 -0.15415 4.32872  N164 1.214
166 O 4.92972 -0.41348 5.48701  N164 1.207
167 H 3.51808 -2.74214 4.36902  C163 1.083
168 H 5.31667 -2.45131 4.26766  C163 1.082
169 H 4.24509 -1.94294 2.95061  C163 1.086
170 C 1.40335 -1.12584 -5.20664  N171 1.474, H174 1.089, H175 1.084, H176 1.081
171 N 0.10713 -0.70461 -5.76877  C170 1.474, O172 1.204, O173 1.221
172 O -0.13531 0.47485 -5.75391  N171 1.204
173 O -0.61651 -1.56826 -6.23811  N171 1.221
174 H 1.59560 -0.50756 -4.33112  C170 1.089
175 H 2.15185 -0.88034 -5.95070  C170 1.084
176 H 1.33057 -2.16132 -4.90636  C170 1.081

Results of the Mulliken charge analysis, in e, for atoms 1 through 6:
1 C -0.81
2 C -0.29
3 C 0.05
4 C -0.47
5 C 0.54
6 C -1.69